182
Properties=species:S:1:pos:R:3:forces:R:3 method="wB97M-V/def2-TZVPD" gap_ha=0.1387 charge=-1
In 0.409000 -0.808280 -0.051043 0.004 -0.360 0.114
Cl -0.887830 -0.821905 3.562750 0.088 0.429 0.461
Cl -2.835778 -5.483268 2.515153 0.144 -0.047 -0.366
Cl 2.376997 -1.197687 3.507032 0.465 0.251 0.257
Cl 0.457050 -3.686632 2.943370 0.038 -0.138 0.137
Si 0.663828 -1.674531 2.481683 -0.212 -0.239 -0.615
O 0.235251 -4.883815 -4.003928 -0.082 0.066 -0.062
O 8.417054 1.888068 -0.744854 0.019 -0.141 0.180
O -4.525360 5.077197 -2.733482 0.028 0.002 0.085
O 1.032963 0.689515 6.398168 -0.027 0.076 -0.161
N 6.348032 1.277073 -0.006439 -0.054 -0.285 -0.042
N 0.150889 -3.330674 -0.213895 -0.002 0.245 -0.076
N 0.518300 2.304933 4.955097 -0.100 -0.186 -0.496
N -3.604304 3.321599 -1.600563 -0.059 -0.225 0.131
N -2.063591 -4.300474 -0.483495 0.007 -0.865 0.406
N -0.581406 -3.432228 -5.548341 -0.070 0.246 0.021
N 2.116672 -1.005353 -1.437288 0.052 0.020 0.162
N 1.948626 0.817678 0.742553 -0.146 0.075 0.005
N -0.935801 0.942858 0.352374 -0.015 0.036 0.046
N -2.824518 -3.245341 0.018136 0.094 0.809 0.171
N -0.721912 -0.711640 -2.002518 0.052 -0.032 0.067
C -6.208292 0.214045 -2.692562 -0.076 -0.093 -0.049
C 4.171101 -1.903218 -1.892835 -0.063 -0.138 -0.149
C -0.622405 3.443100 7.606699 -0.068 -0.152 0.010
C -0.279949 -1.145272 -3.221731 0.005 0.163 -0.006
C -1.865999 -5.992412 -6.361632 0.044 0.022 0.051
C -1.967947 -5.320259 -4.983080 -0.001 -0.090 0.050
C -4.091764 0.928785 -1.737264 -0.171 0.099 0.025
C 3.269127 0.535894 0.876881 -0.141 -0.002 0.131
C 0.306685 3.507990 4.267801 0.010 0.172 -0.090
C 3.839170 1.361415 1.920137 0.144 -0.010 0.245
C -0.823579 1.749931 1.448392 0.173 0.055 -0.072
C 0.123699 4.648991 2.139578 -0.005 0.063 0.085
C 3.952882 -0.425623 0.133536 -0.208 -0.239 -0.329
C -4.502648 2.273960 -1.890322 -0.022 -0.180 -0.158
C -2.425510 -2.553871 1.256186 -0.094 -0.355 -0.164
C -3.648750 4.619753 -2.023331 0.166 0.087 -0.078
C -2.125611 -6.391021 -3.912267 0.140 0.075 0.096
C -5.076768 -2.378295 0.260026 -0.018 0.018 -0.065
C -3.022364 1.639930 0.990687 -0.012 0.182 0.085
C -3.263352 -2.773685 2.515713 -0.102 -0.269 -0.142
C 1.094527 -5.974481 -0.395473 -0.350 -0.086 -0.076
C 1.652235 1.770749 1.668085 -0.028 0.034 -0.050
C 1.918973 3.847451 7.313850 0.078 -0.088 -0.097
C -5.770903 2.554409 -2.396310 -0.064 0.085 0.025
C -4.608187 -1.754571 4.269189 -0.022 0.165 -0.050
C -6.077418 -4.546032 -1.141133 -0.026 0.117 0.078
C 6.487220 -0.095253 0.310526 0.095 0.103 -0.095
C 6.714139 -2.727958 1.218217 0.107 -0.082 -0.039
C -1.265401 -0.829203 -4.224889 0.014 0.049 -0.016
C 2.034585 -2.010812 -7.684810 -0.043 -0.018 -0.031
C -0.235482 -5.711448 -0.429312 0.364 -0.305 -0.216
C 3.340960 -2.262142 -2.903238 0.310 -0.052 0.251
C 3.402119 -1.099774 -0.979413 0.120 0.324 0.124
C 1.455370 -3.656129 -0.123225 0.121 -0.342 -0.062
C -6.621194 1.531313 -2.780441 0.054 -0.035 0.040
C 1.071058 1.978903 8.698121 -0.005 -0.034 -0.097
C 5.330409 -0.858345 0.512125 0.117 -0.209 -0.015
C -2.261265 0.936670 -0.000798 -0.055 -0.046 -0.239
C -1.950593 -0.154498 -2.198605 0.055 0.092 -0.094
C 7.343906 2.185935 -0.259315 -0.083 0.128 -0.144
C -2.679911 5.702185 -0.001840 -0.050 0.017 -0.073
C -4.339083 -4.127105 4.227375 -0.042 0.050 0.055
C -1.131754 4.828086 -1.803402 -0.077 0.010 0.021
C 5.623831 4.087695 -0.067087 -0.001 -0.082 -0.044
C 0.793806 1.868581 6.242520 0.035 -0.043 0.312
C 5.473556 -2.164460 0.987248 -0.097 0.109 0.042
C 7.298924 3.570343 1.745846 -0.028 -0.009 0.019
C -3.178306 -4.377419 -4.928486 0.066 0.020 0.027
C 7.048402 3.616196 0.227915 0.157 0.081 -0.008
C -2.296075 -0.229543 -3.598594 0.005 -0.048 -0.079
C -3.807100 -1.655689 3.145738 -0.213 -0.104 0.027
C -4.953839 -0.072585 -2.184924 -0.036 0.072 0.184
C -2.129333 2.158802 1.878199 -0.184 0.031 -0.083
C -4.182901 -3.350242 -0.222895 0.172 -0.053 -0.052
C -3.527169 -4.015853 3.105435 0.007 0.407 0.037
C 0.378686 2.231638 1.998232 -0.128 -0.157 0.087
C 2.059957 -1.682383 -2.620717 -0.218 0.009 -0.222
C -2.484385 5.491167 -1.508768 -0.023 0.013 -0.020
C 0.945539 -2.718771 -7.215643 0.021 0.047 0.016
C 0.781777 2.817376 7.447774 0.019 -0.010 0.105
C -0.005886 5.875543 2.768391 -0.043 0.136 -0.106
C -0.018712 5.912599 4.147631 0.020 -0.047 0.050
C 1.321041 -1.933624 -4.952472 -0.083 -0.052 -0.158
C -4.711781 -4.430636 -0.946223 -0.006 -0.126 -0.088
C -2.552715 6.842396 -2.217944 -0.072 -0.108 -0.040
C 2.851646 2.163682 2.372326 0.002 0.051 -0.054
C 7.740627 -0.687817 0.480525 0.076 0.128 -0.043
C -4.890633 -2.998604 4.804983 -0.002 -0.090 0.045
C 2.784842 -1.266258 -6.791136 0.104 0.053 -0.060
C 0.271394 3.464504 2.852071 0.023 -0.041 0.208
C -6.438526 -2.516100 0.069247 -0.024 0.024 -0.065
C 0.126111 4.748680 4.885358 -0.032 0.109 -0.016
C 2.422814 -1.229659 -5.458384 -0.095 0.042 -0.043
C 0.580453 -2.697230 -5.869569 0.257 -0.043 0.002
C 0.981373 -1.673816 -3.521204 0.061 -0.009 0.276
C -2.736324 0.522369 -1.259345 0.138 0.049 0.094
C 8.051664 4.572066 -0.419473 -0.029 -0.164 -0.036
C 1.993781 -4.904566 -0.247941 0.292 0.367 0.009
C -6.955731 -3.599707 -0.627240 -0.162 -0.057 -0.075
C -0.750648 -4.365443 -0.387662 -0.528 0.509 0.060
C 7.854038 -1.994602 0.922148 -0.191 0.053 0.053
C -0.657568 -4.541647 -4.744178 -0.004 -0.234 -0.025
H 7.833178 4.692267 -1.481821 0.042 0.023 -0.011
H 2.980754 -0.605225 -4.774095 -0.001 0.020 -0.050
H -3.520201 7.312333 -2.047853 0.018 0.032 -0.023
H 1.997132 4.276652 6.318335 0.054 0.055 0.048
H -3.124395 -3.741351 -4.043359 -0.061 0.002 0.020
H -1.193437 -6.938264 -3.779417 -0.007 -0.021 0.042
H 5.426630 1.645344 0.165210 0.034 0.090 0.063
H -3.181495 0.178844 -4.053916 -0.029 0.007 0.039
H 6.549082 2.965866 2.259316 -0.010 0.015 -0.026
H 1.063015 2.620283 9.582564 -0.016 0.041 -0.021
H -0.968149 3.911596 -1.229984 0.013 0.000 -0.005
H 3.583833 -2.872154 -3.756366 -0.047 0.010 -0.021
H -3.696696 6.045943 0.201681 0.029 0.029 0.032
H -6.852731 -0.593779 -3.013316 -0.002 -0.015 0.018
H -2.410648 -1.476326 1.062041 0.052 0.072 0.143
H -0.105371 6.786009 2.191351 -0.011 -0.028 -0.025
H 0.085524 4.833760 5.955615 0.077 0.016 -0.166
H 3.064505 -5.047920 -0.193163 -0.012 0.021 0.044
H -6.468471 -5.400060 -1.682941 0.042 -0.007 -0.013
H -3.595578 -0.674921 2.734685 -0.019 -0.017 -0.072
H 5.527069 5.133761 0.228969 -0.028 -0.001 0.022
H 0.541597 1.507548 4.327544 0.032 -0.156 0.046
H 2.291222 -2.042575 -8.735691 0.006 0.002 -0.001
H -2.337548 2.761542 2.748379 0.002 0.042 -0.021
H -4.096663 1.746090 0.991583 -0.004 0.022 -0.036
H -1.410298 -2.874988 1.464998 -0.021 -0.043 -0.096
H -1.736914 -5.268127 -7.170167 -0.027 -0.031 -0.010
H -2.428156 6.717527 -3.293910 -0.008 0.049 -0.005
H 2.873119 3.365266 7.531499 -0.008 -0.020 0.009
H -0.138555 6.852454 4.671682 -0.017 0.001 0.003
H -2.382775 -5.917931 -2.965645 0.051 -0.071 0.182
H -1.766166 7.500321 -1.844368 0.027 -0.031 0.018
H -0.560183 4.441116 8.044865 -0.021 0.011 0.002
H -2.510018 4.787004 0.561080 -0.001 -0.115 0.090
H -4.708568 -1.503201 0.775351 0.007 -0.004 -0.021
H 8.836577 -2.432334 1.041921 0.009 0.017 0.022
H -2.777860 -6.559049 -6.558480 -0.008 0.001 -0.012
H -0.956996 -6.514289 -0.422176 -0.132 0.027 -0.158
H -4.028423 -5.185267 -1.302814 0.009 0.029 -0.037
H 1.457618 -6.995033 -0.437058 -0.051 -0.022 0.037
H 4.844284 1.291348 2.309989 0.015 -0.010 -0.107
H -1.985266 6.459733 0.365803 0.034 -0.011 -0.002
H -1.162423 3.508691 6.663537 -0.055 0.034 0.099
H -1.149745 -0.985426 -5.282626 -0.015 0.018 0.019
H -1.225817 2.825783 8.272427 0.016 -0.025 0.006
H -4.529100 -5.106265 4.645338 0.035 -0.020 -0.032
H 8.624466 -0.118193 0.247168 0.036 0.067 0.008
H -7.107747 -1.758796 0.461187 0.025 0.027 0.003
H 4.864110 3.525869 0.479551 -0.009 0.033 0.022
H -5.028722 -0.862449 4.716525 0.045 0.021 -0.004
H -4.621985 -1.099289 -2.132109 0.006 -0.091 0.129
H 8.011572 5.551079 0.060411 -0.083 0.004 0.000
H 0.323049 1.196775 8.814993 -0.006 0.009 0.047
H 8.279941 3.141093 1.957913 0.022 0.040 0.003
H -5.527999 -3.092756 5.675108 0.005 -0.012 0.000
H 9.059122 4.172541 -0.328167 0.034 0.053 -0.008
H -3.262681 -3.737306 -5.811992 -0.019 -0.003 0.029
H 2.041622 1.492177 8.618619 0.004 0.011 0.040
H 4.577763 -2.745198 1.171423 -0.047 0.019 -0.010
H -4.092861 -4.969003 -4.863562 -0.022 0.007 -0.027
H 0.347161 -3.309280 -7.900048 0.025 -0.050 0.024
H -2.915677 -7.092468 -4.191455 -0.024 0.072 0.007
H 3.637211 -0.694941 -7.135815 0.004 0.003 0.029
H 0.113301 4.593880 1.057849 0.015 -0.035 -0.016
H -7.603739 1.772966 -3.165630 0.005 0.016 -0.007
H 2.897330 2.923827 3.136671 0.044 -0.054 0.051
H 7.270929 4.578223 2.164025 -0.039 0.013 -0.016
H 6.787918 -3.737647 1.600595 -0.009 -0.005 -0.036
H 5.403088 4.020720 -1.134231 -0.013 0.012 -0.005
H 2.131672 -2.834106 0.090229 0.054 -0.070 0.038
H -2.795313 3.040034 -1.074742 0.122 0.057 0.071
H -6.066092 3.583485 -2.517870 -0.007 -0.037 0.019
H 1.779908 4.658112 8.031700 -0.003 0.007 0.004
H -0.322153 5.518284 -1.556554 0.002 -0.007 0.029
H -8.024749 -3.704566 -0.767499 0.010 0.006 -0.003
H -1.316033 -3.354662 -6.230932 -0.011 0.037 0.020
H -1.020730 -6.683126 -6.387181 -0.009 -0.005 -0.016
H 5.219530 -2.131312 -1.806947 0.035 -0.029 0.094
H -1.052623 4.581324 -2.863932 0.048 -0.015 0.012